C25H36NO2Ru as an isolated structure at a distorted geometry. Source: OMol25; level of theory: the ωB97M-V functional and the def2-TZVPD basis.

XYZ file:
```
65
Properties=species:S:1:pos:R:3:mulliken_spin:R:1
O -1.64217 6.16562 -3.09157 0.00
C -2.75507 6.27559 -4.03557 0.00
C -2.39561 7.66680 -4.51368 0.00
H -3.70731 6.21126 -3.49771 0.00
H -2.67893 5.53750 -4.84242 0.00
C -1.22933 7.48723 -3.52710 0.00
H -3.11096 8.43578 -4.21728 0.00
H -2.09423 7.69629 -5.56326 0.00
C -1.28983 8.53064 -2.43710 0.00
H -2.25718 8.51193 -1.92288 0.00
H -1.17589 9.51699 -2.90669 0.00
H -0.47691 8.40411 -1.71658 0.00
C 0.10496 7.47591 -4.23556 0.00
H 0.12357 6.71767 -5.02552 0.00
H 0.92274 7.30527 -3.52546 0.00
H 0.25320 8.45933 -4.70339 0.00
Ru 0.38879 -0.24217 0.18429 1.89
C 1.59747 -1.63689 -1.03712 0.13
C 0.30337 -2.16672 -1.35320 0.03
C -0.49247 -1.13568 -1.90290 0.22
H -0.00752 -3.19123 -1.20366 0.00
C 0.28885 0.07148 -1.91054 0.06
C 1.60979 -0.25297 -1.43094 -0.04
H 2.46940 0.40352 -1.44419 0.02
H 2.43684 -2.18549 -0.62586 0.00
H -1.51448 -1.21747 -2.26398 0.01
H -0.01545 1.03525 -2.28685 -0.02
C 1.21723 -0.02655 2.59559 0.26
C 1.98076 0.37277 1.44916 -0.02
C 1.24028 1.43954 0.79143 -0.05
H 2.99221 0.05989 1.21092 0.02
C -0.01750 1.57460 1.49006 0.25
C 0.00820 0.68754 2.60967 0.09
H -0.77506 0.59175 3.35473 0.00
H 1.53835 -0.75891 3.32512 0.00
H 1.63513 2.10902 0.04599 0.01
H -0.77875 2.30496 1.23798 0.04
O -2.54525 3.61399 -1.05028 0.00
C -1.19307 3.68246 -1.56053 0.00
C -1.17259 3.17034 -3.02854 0.00
H -0.55504 3.07033 -0.87925 0.01
H -0.87234 4.73122 -1.54598 0.00
C -2.66004 3.08699 -3.36852 0.00
H -0.78094 2.14362 -3.07740 0.00
H -0.53514 3.79026 -3.66987 0.00
C -3.28013 2.78580 -1.99832 0.00
H -2.92235 2.40335 -4.18656 0.00
H -2.97712 4.10413 -3.62502 0.00
H -3.09965 1.71603 -1.74771 0.00
H -4.36920 2.97544 -1.94497 0.00
C -3.04495 0.01844 0.82419 0.10
C -2.45212 -1.26726 1.22623 0.28
C -3.12257 -2.34870 1.83788 0.10
C -2.14692 -3.31207 2.13941 0.12
C -0.89911 -2.81172 1.69418 0.33
C 0.41450 -3.47523 1.80028 0.03
N -1.12213 -1.58477 1.12059 0.05
H -2.35751 0.60020 0.19538 -0.03
H -3.31305 0.62215 1.70569 0.04
H -3.97667 -0.15485 0.26687 0.03
H -4.19236 -2.37094 2.00350 0.00
H -2.28527 -4.27629 2.61027 0.00
H 1.20332 -2.78614 2.12526 0.01
H 0.33062 -4.27640 2.54522 0.00
H 0.70147 -3.93196 0.84483 0.03
```

As for the HOMO-LUMO gap (spin up / spin down): 0.221 / 0.230 Ha. The total energy is -34663.8821 eV. For the energy above the lowest of the compared OMol25 structures with the same formula, charge and spin, the calculation gives 0.000 eV. The total charge is +1. The expectation value of S² is 6.040. Its spin multiplicity is 5.



C25H36NOP3Pd as an isolated structure at a distorted geometry. Source: OMol25; level of theory: the ωB97M-V functional and the def2-TZVPD basis.

XYZ file:
```
67
Properties=species:S:1:pos:R:3:mulliken_spin:R:1
Pd -2.27048 -1.10647 -0.04107 1.20
H -4.96211 -2.42517 1.58547 0.00
H -5.30589 -1.80148 1.31866 0.01
P -1.20199 -3.11132 0.52686 0.18
P -3.28525 0.72125 -1.09987 0.20
C -3.01110 2.39081 -0.35324 0.00
H -3.41683 3.19944 -0.98700 0.01
H -3.48932 2.42071 0.63978 0.00
H -1.92721 2.53843 -0.21419 0.01
C -2.75767 0.98418 -2.85059 0.02
H -3.00547 0.08053 -3.42997 0.00
H -3.25069 1.86720 -3.29493 0.01
H -1.66383 1.11953 -2.87291 0.00
C -5.13187 0.66839 -1.25746 0.01
H -5.58164 0.70083 -0.25060 0.00
H -5.51166 1.51777 -1.85314 0.01
H -5.42149 -0.27831 -1.74246 0.00
C -0.01143 -3.72053 -0.74793 0.01
H 0.46018 -4.67116 -0.44153 0.00
H -0.55579 -3.85483 -1.69646 0.00
H 0.76559 -2.95379 -0.90144 -0.01
C -0.17715 -3.14198 2.06595 0.00
H -0.83410 -2.97861 2.93631 0.00
H 0.36606 -4.09651 2.18381 0.01
H 0.54401 -2.30876 2.02306 0.01
C -2.29893 -4.58711 0.76260 0.00
H -2.93896 -4.69683 -0.12874 0.00
H -1.71156 -5.51075 0.91211 0.01
H -2.94589 -4.42218 1.64091 0.00
C -1.86773 -0.18589 1.58117 0.06
O -1.65044 0.36606 2.59612 -0.03
H -2.71746 -1.98930 -1.47739 0.66
N -0.46965 -0.52703 -0.87490 1.31
P 0.88510 0.26230 -0.21178 0.16
C 1.79708 0.13699 1.47965 0.01
C 3.12256 0.63931 1.48857 0.01
C 3.89204 0.69953 2.65654 0.01
C 3.35445 0.28610 3.86858 0.00
C 2.04394 -0.16394 3.91257 0.00
C 1.27627 -0.21728 2.74440 -0.02
C 2.18124 -0.13639 -1.48283 0.07
C 2.10415 0.39752 -2.77649 -0.01
C 3.12948 0.16100 -3.69942 0.00
C 4.22523 -0.63094 -3.34545 0.01
C 4.28879 -1.20192 -2.07277 0.00
C 3.27128 -0.95956 -1.14835 -0.01
C 0.80003 2.13892 -0.08740 0.08
C 0.10149 2.71581 0.98960 0.00
C 0.11586 4.09158 1.22277 0.00
C 0.86581 4.92619 0.40191 0.00
C 1.60248 4.37987 -0.64905 0.00
C 1.57763 2.99906 -0.89068 -0.01
H 3.57812 1.00435 0.57874 0.00
H 4.90409 1.07870 2.62130 0.00
H 3.94252 0.33413 4.77598 0.00
H 1.60771 -0.46124 4.85926 0.00
H 0.29152 -0.53921 2.89840 0.01
H 1.26850 1.02264 -3.06220 -0.01
H 3.08134 0.60212 -4.68668 0.00
H 5.02480 -0.80316 -4.05424 0.00
H 5.13333 -1.82118 -1.79734 0.00
H 3.34880 -1.41040 -0.16821 0.00
H -0.45042 2.10670 1.66861 0.01
H -0.43959 4.50518 2.05640 0.00
H 0.89399 5.99098 0.59569 0.00
H 2.21382 5.02660 -1.26363 0.00
H 2.20432 2.63250 -1.67947 0.00
```

As for the HOMO-LUMO gap (spin up / spin down): 0.206 / 0.177 Ha. The total energy is -61371.4294 eV. The total charge is +2. The expectation value of S² is 6.028. Its spin multiplicity is 5.



A 15-piece molecular cluster, C25H37BCl42FI2N2O5P2 overall at a distorted geometry. Source: OMol25; level of theory: the ωB97M-V functional and the def2-TZVPD basis.

XYZ file:
```
117
Properties=species:S:1:pos:R:3:mulliken_charge:R:1
C -2.27924 1.68140 5.12480 -0.96
C -2.42507 2.67159 3.95159 0.52
N -3.53291 3.32459 3.87934 -0.65
C -1.28858 2.90458 2.87800 -0.75
B -0.69906 1.47799 2.28660 0.37
P 1.10234 1.37182 3.05621 -0.18
C 2.01873 2.76063 2.13982 -0.87
O 1.08532 1.89574 4.69490 -0.52
O -1.56808 0.28339 2.45011 -0.36
C -2.24188 0.07603 1.24213 -0.08
I -3.73713 1.60840 0.75576 -0.01
C -2.63999 -1.43255 1.06741 -0.57
C -4.08429 -1.82501 1.54106 -0.82
C -4.54265 -1.13357 2.87475 -0.65
I -5.59566 -1.66939 -0.05035 -0.02
C -0.99417 0.27364 0.20554 1.01
C -1.33802 0.42805 -1.32232 -1.02
C -0.86230 1.77138 -1.95646 -0.32
F -1.37056 2.89673 -1.33148 -0.20
P 0.31685 -1.10476 0.20816 0.44
N 0.73217 -1.55361 1.67904 -0.52
O 1.71759 -0.52883 -0.55753 -0.31
O -0.20343 -2.47636 -0.63893 -0.41
O -0.41151 1.40537 0.82393 -0.08
H -1.28051 1.70233 5.60871 0.24
H -3.03859 1.86006 5.92330 0.37
H -2.44862 0.63208 4.77660 0.00
H -3.52263 3.95102 3.07185 0.25
H -1.78004 3.46735 2.04519 0.32
H -0.52663 3.56323 3.35003 0.40
H 2.19631 3.63059 2.82696 0.31
H 1.42888 3.17351 1.28524 0.16
H 3.00894 2.37691 1.81109 0.20
H 1.70029 1.36592 5.19721 0.32
H -1.92816 -2.01141 1.70382 0.30
H -2.55788 -1.67773 -0.01249 0.30
H -4.05220 -2.91912 1.76335 0.62
H -5.17316 -1.89163 3.41103 0.44
H -3.69323 -0.92159 3.56425 0.03
H -5.20069 -0.25771 2.71403 0.11
H -2.42854 0.32602 -1.54459 0.37
H -0.84421 -0.37859 -1.92615 0.32
H -1.26988 1.78353 -3.00026 0.27
H 0.24485 1.81756 -2.07937 0.18
H 0.57005 -2.55127 1.82034 0.26
H 2.27290 -1.32199 -0.50044 -0.18
H -0.30496 -3.19951 -0.01540 0.41
C 5.32107 1.28634 -1.12787 0.40
Cl 5.61710 3.02786 -1.01926 -0.14
Cl 5.38377 0.75090 -2.81333 -0.13
Cl 6.50466 0.40514 -0.14657 -0.03
H 4.32747 1.07692 -0.73985 -0.12
C -6.97612 3.04925 4.52159 0.62
Cl -7.28557 3.04439 6.26403 -0.14
Cl -7.31739 1.46154 3.82694 -0.14
Cl -7.94110 4.30034 3.72467 -0.17
H -5.92140 3.27241 4.36235 -0.17
C 2.08158 5.33875 -3.82776 0.00
Cl 3.12606 4.48652 -2.68461 0.00
Cl 2.90310 6.76290 -4.48042 -0.16
Cl 1.57663 4.26204 -5.13415 0.01
H 1.19506 5.67060 -3.29653 0.18
C 3.31256 -4.09165 -1.99914 0.05
Cl 1.76307 -4.51165 -2.71982 -0.11
Cl 3.09382 -3.41944 -0.37680 -0.17
Cl 4.36200 -5.51145 -1.95057 -0.05
H 3.78228 -3.33854 -2.62415 0.29
C 7.43306 -2.74848 1.81372 0.17
Cl 8.53209 -1.50811 1.19655 -0.13
Cl 7.43369 -4.14857 0.73226 -0.14
Cl 7.89386 -3.22689 3.45047 -0.13
H 6.42835 -2.33831 1.84807 0.19
C 4.45845 -9.22907 -2.69676 1.05
Cl 4.66018 -10.33394 -4.06149 -0.13
Cl 3.61493 -10.04138 -1.36500 -0.16
Cl 6.02659 -8.59134 -2.18500 -0.13
H 3.82228 -8.40479 -3.02846 -0.67
C 1.87238 3.79881 -8.99684 0.18
Cl 1.15155 2.54716 -7.97500 -0.12
Cl 0.61129 4.75851 -9.78141 -0.11
Cl 2.94598 4.83710 -8.05328 -0.11
H 2.45867 3.31257 -9.76512 0.15
C 5.45007 -8.12475 2.46845 -0.07
Cl 6.57377 -8.85457 3.62436 -0.14
Cl 6.13500 -6.62005 1.83789 0.00
Cl 5.06366 -9.28275 1.18145 -0.06
H 4.53202 -7.88737 2.99470 0.29
C 0.80458 -8.29266 -2.90189 0.14
Cl 2.06501 -7.51448 -3.87000 -0.14
Cl -0.70383 -7.37864 -3.00066 -0.12
Cl 0.55808 -9.96159 -3.42739 -0.11
H 1.12994 -8.30491 -1.86678 0.24
C -9.35937 5.60726 8.36421 0.42
Cl -9.63091 4.41569 9.64171 -0.09
Cl -10.89568 6.12238 7.65702 -0.13
Cl -8.46552 6.99872 8.98941 -0.14
H -8.76450 5.14204 7.58477 -0.05
C 9.77888 0.67975 -3.35005 -0.03
Cl 9.08915 -0.57774 -2.31968 -0.05
Cl 8.50293 1.60103 -4.14675 -0.09
Cl 10.82310 1.75109 -2.40798 -0.14
H 10.38199 0.20183 -4.11368 0.32
C -9.62556 0.16297 10.26681 0.01
Cl -8.43460 0.96898 9.24205 -0.05
Cl -11.14752 1.06457 10.27861 -0.12
Cl -9.89250 -1.49870 9.72538 -0.13
H -9.23912 0.13310 11.27930 0.30
C -2.57858 4.49598 -5.06949 -0.03
Cl -1.32738 4.59485 -3.82662 -0.03
Cl -4.09001 5.20785 -4.49318 -0.14
Cl -2.04139 5.28924 -6.55586 -0.11
H -2.75709 3.44918 -5.28835 0.26
C 0.20784 2.65854 -12.85947 0.06
Cl 0.28106 1.74123 -14.36822 -0.13
Cl -0.79921 1.82488 -11.67173 -0.10
Cl 1.83268 2.92989 -12.21734 -0.13
H -0.23971 3.62388 -13.06883 0.29
```

As for the HOMO-LUMO gap: 0.186 Ha. The total energy is -603859.9436 eV. For the energy above the lowest of the compared OMol25 structures with the same formula, charge and spin, the calculation gives 0.000 eV. The total charge is -1. Its spin multiplicity is 1.